[1]
13
Properties=species:S:1:pos:R:3:nbo_charge:R:1 method="wB97M-V/def2-TZVPD" multiplicity=1 smiles=NS[C@H]1C[C@@H]1O e_homo_ev=-8.8 max_force_ha_per_bohr=0.0790 e_above_lowest_ev=2.765 lumo_ev=0.79 homo_lumo_gap_ev=9.5 e_tot_ha=-646.6104 mol_weight_g_mol=105.162
S 1.59 0.91 0.30 0.36
O -2.51 0.79 -0.46 -0.68
N 2.54 -0.32 -0.47 -0.97
C -1.34 0.63 0.31 0.08
C -0.68 -0.79 0.38 -0.46
C 0.01 0.31 -0.33 -0.40
H 3.06 0.13 -1.18 0.37
H -0.07 0.37 -1.39 0.24
H -0.24 -1.11 1.40 0.22
H -3.08 0.43 0.14 0.47
H 3.08 -0.91 0.13 0.38
H -1.01 -1.64 -0.19 0.23
H -1.36 1.19 1.36 0.18

***

[2]
13
Properties=species:S:1:pos:R:3:nbo_charge:R:1 method="wB97M-V/def2-TZVPD" multiplicity=1 smiles="CC(=S)N(C)O" e_homo_ev=-8.4 max_force_ha_per_bohr=0.0941 e_above_lowest_ev=3.504 lumo_ev=0.30 homo_lumo_gap_ev=8.7 e_tot_ha=-646.5832 mol_weight_g_mol=105.162
S -2.07 -0.47 -0.74 -0.07
O 1.18 0.66 0.60 -0.58
N 0.40 -0.07 -0.37 -0.15
C 0.45 0.64 -1.65 -0.47
C -0.69 -0.67 1.63 -0.67
C -0.78 -0.38 0.19 0.07
H 1.49 0.77 -2.11 0.21
H 0.04 -1.44 1.79 0.23
H -0.10 1.66 -1.77 0.21
H -0.37 0.08 2.28 0.25
H -1.61 -1.17 2.12 0.24
H -0.17 -0.02 -2.36 0.25
H 2.24 0.39 0.40 0.48

***

[3]
13
Properties=species:S:1:pos:R:3:nbo_charge:R:1 method="wB97M-V/def2-TZVPD" multiplicity=1 smiles="O=CNCCS" e_homo_ev=-9.4 max_force_ha_per_bohr=0.0679 e_above_lowest_ev=1.423 lumo_ev=0.83 homo_lumo_gap_ev=10.2 e_tot_ha=-646.6597 mol_weight_g_mol=105.162
S -2.45 1.48 -0.08 0.02
O 2.47 -1.69 1.09 -0.58
N 0.69 -0.69 0.19 -0.65
C 2.08 -0.74 0.46 0.53
C 0.06 0.40 -0.45 -0.21
C -1.48 0.05 -0.36 -0.57
H 0.44 0.50 -1.47 0.19
H 0.31 1.33 0.20 0.19
H -1.57 -0.79 0.37 0.21
H -1.86 1.97 0.96 0.11
H -1.62 -0.42 -1.35 0.24
H 2.73 0.16 0.16 0.12
H 0.21 -1.55 0.28 0.40

***

[4]
14
Properties=species:S:1:pos:R:3:nbo_charge:R:1 method="wB97M-V/def2-TZVPD" multiplicity=1 e_homo_ev="-7.6 / -7.6" max_force_ha_per_bohr=0.1100 e_above_lowest_ev=2.934 lumo_ev="0.38 / 0.38" homo_lumo_gap_ev="8.0 / 8.0" e_tot_ha=-1044.7946 mol_weight_g_mol=137.229
S -1.38 -0.39 -2.18 0.89
S -0.55 -0.07 0.81 0.29
O -0.39 0.63 -2.56 -0.96
N -2.36 -1.74 -0.01 -0.79
C -1.45 -0.88 -0.47 -0.19
C 2.01 0.87 0.97 -0.60
C 0.77 0.99 0.21 -0.56
H 0.63 2.10 0.35 0.23
H 2.41 -0.19 0.86 0.21
H -2.89 -2.36 -0.65 0.40
H 1.79 0.96 2.10 0.20
H 2.63 1.66 0.73 0.22
H 1.01 0.77 -0.89 0.28
H -2.22 -2.35 0.74 0.40

***

[5]
14
Properties=species:S:1:pos:R:3:nbo_charge:R:1 method="wB97M-V/def2-TZVPD" multiplicity=1 e_homo_ev="-8.2 / -8.2" max_force_ha_per_bohr=0.1194 e_above_lowest_ev=2.845 lumo_ev="0.30 / 0.30" homo_lumo_gap_ev="8.5 / 8.5" e_tot_ha=-1044.7978 mol_weight_g_mol=137.229
S 1.96 1.48 -0.35 1.00
S 0.25 -0.86 -1.32 0.21
O 1.29 2.15 -1.50 -0.94
N 1.99 -0.78 0.89 -0.79
C -1.71 -0.16 0.71 -0.59
C -1.23 0.15 -0.81 -0.47
C 1.50 -0.07 -0.18 -0.25
H -2.00 -0.19 -1.46 0.21
H -1.94 -1.13 0.75 0.20
H -2.58 0.45 0.92 0.21
H -0.88 -0.02 1.21 0.20
H -1.15 1.15 -1.02 0.23
H 2.74 -0.44 1.33 0.39
H 1.77 -1.75 0.82 0.40

***

[6]
12
Properties=species:S:1:pos:R:3:nbo_charge:R:1 method="wB97M-V/def2-TZVPD" multiplicity=1 smiles="C=CN(C)S" e_homo_ev=-8.9 max_force_ha_per_bohr=0.0656 e_above_lowest_ev=1.725 lumo_ev=0.66 homo_lumo_gap_ev=9.6 e_tot_ha=-571.3755 mol_weight_g_mol=89.163
S -2.34 -0.15 -0.06 0.12
N -0.62 0.12 -0.68 -0.50
C -0.04 1.35 -0.20 -0.44
C 0.13 -1.08 -0.38 0.00
C 1.33 -1.16 0.21 -0.50
H -0.73 2.19 -0.52 0.22
H -0.44 -1.89 -0.56 0.19
H 1.89 -2.10 0.24 0.22
H 1.01 1.40 -0.61 0.22
H 1.89 -0.25 0.39 0.19
H -2.04 0.25 1.22 0.10
H -0.04 1.33 0.95 0.17